A cluster of 8 separate species, C41H85BBrCl2N2O30P2S in total at a distorted geometry. Source: the Open Molecules 2025 dataset; level of theory: wB97M-V/def2-TZVPD.

```
165
Properties=species:S:1:pos:R:3:forces:R:3:lowdin_charge:R:1
C -5.4833 -0.5631 -4.3706 0.00 -0.46 -0.90 -0.1069
C -4.2140 0.4793 -4.2976 -0.73 -0.24 -2.17 -0.2838
O -3.4890 0.4832 -3.0177 2.58 -3.01 -0.54 -0.2864
P -2.0618 -0.5600 -3.1463 0.15 1.30 -3.30 0.8173
O -1.0173 0.0599 -4.1492 -2.91 -2.26 3.58 -0.3400
C -1.3258 -0.8932 -1.3666 -2.31 -0.42 0.46 -0.2252
C -0.3262 0.2797 -0.9321 -1.39 0.76 -3.29 -0.1845
C 0.5925 0.3681 0.3285 0.45 5.01 0.09 -0.1773
N 1.1460 -0.7100 1.2148 -0.55 0.02 0.41 -0.1657
C 1.3634 -1.9359 0.3736 -0.67 -4.61 0.91 -0.1441
C 1.9256 -2.0866 -1.0788 0.90 -1.32 -3.04 -0.1470
C 2.6468 -0.9815 -1.9816 1.83 0.51 -1.52 -0.2216
C 2.3838 -1.3189 -3.6000 0.41 -1.29 2.32 -0.2274
S 3.4839 -0.2560 -4.6854 -2.05 2.69 -7.93 0.5278
O 2.8718 1.1630 -4.9846 2.17 -5.40 2.43 -0.4016
O 3.7013 -1.0292 -6.0430 -0.65 2.05 5.81 -0.4212
Cl 5.3976 0.0979 -3.9131 -1.24 -0.65 0.41 0.4174
C 0.1238 -1.0443 2.3244 -3.15 -0.90 2.85 -0.5042
Cl 0.0474 -2.8468 2.9214 0.99 1.06 -0.93 0.7810
C -1.4534 -0.9476 1.9214 -1.64 -1.42 -0.73 -0.2429
O -2.3642 -1.3097 3.0605 0.75 1.69 -1.61 -0.2788
C -3.6501 -0.5888 2.9014 -1.26 -0.05 -0.16 -0.0838
C 0.2529 -0.2686 3.7303 -0.06 -0.54 1.40 -0.3716
P -0.6994 1.4281 3.8485 -2.27 0.72 5.29 0.8431
O -1.7704 1.4160 5.0400 3.15 -0.56 -4.25 -0.4745
O 1.5865 -0.1377 4.3237 -0.10 -1.29 -2.21 -0.1972
C 2.6513 -0.6996 3.4713 1.72 0.48 1.00 -0.3500
C 3.1055 -2.2286 3.7958 -0.39 -1.17 1.29 -0.0675
C 2.4153 -0.2165 1.9454 1.74 0.51 1.72 -0.3891
Br 2.5174 1.8102 2.3238 -0.75 -0.78 -0.57 0.9544
B 3.8523 -0.3827 1.2032 2.91 1.39 -3.18 -0.5503
O 4.2303 0.6974 0.2171 -0.46 -1.15 2.65 -0.0522
N 4.9270 -1.4281 1.3702 0.39 1.76 0.20 -0.1341
C 5.9906 -0.7465 2.2580 0.85 0.91 0.52 -0.0811
C 5.6698 -1.7732 0.1092 0.91 -1.92 -0.50 -0.1130
O -2.6960 -2.1187 -3.7093 2.52 2.59 1.36 -0.2893
C -1.5917 -3.0252 -4.0736 0.73 -2.17 -1.20 -0.2813
C -1.0217 -2.8229 -5.6067 0.38 1.43 0.49 -0.0848
H -5.8213 -0.9982 -3.3363 0.66 1.16 -1.93 0.0856
H -5.1872 -1.4960 -5.0523 -0.55 2.03 1.61 0.0849
H -6.3857 -0.0380 -4.9424 1.91 -1.08 1.50 0.0924
H -4.5734 1.5737 -4.5312 0.83 -2.16 0.82 0.1380
H -3.4704 0.1661 -5.1669 -1.48 0.86 1.79 0.1184
H -0.9423 -1.9854 -1.4253 -0.41 1.97 0.10 0.0721
H -2.3168 -0.9269 -0.6999 2.22 0.05 -1.36 0.1064
H 0.2920 0.4882 -1.9408 -1.02 -0.58 2.43 0.1257
H -1.0400 1.2493 -0.9310 1.75 -2.10 0.41 0.1692
H 0.0772 1.1551 1.0713 1.31 -1.90 -1.62 0.1064
H 1.5415 0.9729 -0.0847 -1.96 -1.53 1.17 0.1407
H 2.0017 -2.6840 1.0580 -1.56 1.83 -1.44 0.1431
H 0.2724 -2.4309 0.3025 2.57 1.19 0.42 0.1328
H 2.7207 -2.9908 -1.0850 -1.83 2.05 0.45 0.1542
H 1.1025 -2.5472 -1.8242 1.33 1.16 2.09 0.1175
H 3.8307 -1.0967 -1.8662 -2.67 0.47 -0.06 0.0786
H 2.4201 0.1383 -1.8512 0.14 -1.87 0.18 0.1056
H 1.2688 -1.1712 -3.9219 2.15 0.13 0.26 0.0985
H 2.7434 -2.4377 -3.7321 -0.70 2.38 -0.22 0.1175
H -1.6423 -1.8620 1.1741 0.50 2.42 1.11 0.1339
H -1.8504 0.0712 1.5357 1.16 -1.72 0.30 0.1090
H -3.9816 -0.5501 1.7556 0.80 0.05 2.43 0.1167
H -4.4742 -1.2170 3.4491 1.82 1.14 -0.97 0.1210
H -3.6109 0.4705 3.4029 0.08 -1.95 -1.07 0.0983
H -0.3263 -0.8965 4.5724 0.74 1.43 -2.37 0.1640
H -1.2725 1.8657 2.6140 0.51 -0.31 0.18 0.0188
H 0.3100 2.4178 4.2411 -0.58 -0.96 -0.88 0.0248
H 3.6227 -0.0836 3.8319 -2.39 -1.22 -1.08 0.1464
H 4.1867 -2.2995 4.2979 -2.38 0.59 -1.31 0.1118
H 2.3649 -2.6342 4.6398 1.57 0.82 -2.03 0.1019
H 3.1260 -2.9694 2.8946 -0.20 1.56 1.68 0.0770
H 4.9517 1.2695 0.6130 -1.04 -1.04 -0.91 0.1192
H 6.4839 -1.4984 3.0098 -1.17 1.48 -1.35 0.1169
H 6.8754 -0.3072 1.5872 -1.96 -0.91 1.33 0.1214
H 5.5428 0.2061 2.8174 0.96 -2.11 -0.81 0.1058
H 6.1905 -0.8813 -0.4404 -1.33 -1.51 0.87 0.1066
H 6.5558 -2.5053 0.4360 -1.96 1.53 -0.73 0.1290
H 4.9727 -2.4310 -0.5798 1.48 1.54 1.15 0.0954
H -0.6594 -2.9758 -3.3618 -1.85 0.14 -0.99 0.0839
H -2.0248 -4.1282 -3.9769 0.76 2.50 -0.08 0.1428
H -1.8135 -2.2012 -6.2334 1.65 -1.60 1.24 0.1025
H -0.0719 -2.1107 -5.5043 -2.04 -1.54 -0.50 0.0653
H -0.6870 -3.8194 -6.1319 -0.93 1.94 1.21 0.0934
C 3.0507 -5.3048 -4.9575 0.19 0.31 -0.40 -0.0431
O 2.8822 -6.3041 -3.9539 -0.82 -0.52 0.21 -0.0197
C 1.6872 -6.9453 -3.9997 -0.44 -0.12 -0.30 -0.5614
O 0.7908 -6.7353 -4.8018 1.30 -0.19 1.21 0.1070
O 1.6622 -7.8606 -2.9982 0.28 0.91 -0.75 -0.0125
C 0.4550 -8.6165 -2.9241 -0.50 -0.40 0.05 -0.0477
H 4.0400 -4.8577 -4.8266 -0.12 -0.27 0.18 0.0959
H 3.0035 -5.7495 -5.9568 -0.17 0.16 0.20 0.1091
H 2.2993 -4.5163 -4.8472 -0.05 -0.21 -0.17 0.0778
H 0.3039 -9.1937 -3.8420 -0.05 0.25 0.12 0.1032
H -0.4002 -7.9605 -2.7325 0.13 -0.10 -0.21 0.0964
H 0.5452 -9.3165 -2.0889 0.26 0.26 -0.14 0.0969
C -3.4457 7.4517 8.1328 -0.50 0.45 -0.01 -0.0331
O -2.3443 6.5550 8.2628 -0.30 -1.04 -0.32 -0.0446
C -2.5188 5.3624 7.6395 -0.78 -0.27 -0.25 -0.5583
O -3.5058 5.0216 7.0064 1.52 0.54 0.89 0.1193
O -1.4050 4.6144 7.8428 -1.56 0.02 0.15 -0.0650
C -1.4472 3.3229 7.2391 0.02 -0.55 -0.34 -0.0461
H -3.1975 8.3719 8.6689 0.22 -0.33 -0.04 0.0996
H -3.6178 7.7019 7.0809 -0.06 -0.19 0.19 0.1022
H -4.3473 7.0236 8.5829 0.15 0.01 -0.24 0.1016
H -1.5395 3.4078 6.1516 -0.20 -0.02 0.39 0.0658
H -2.2689 2.7297 7.6535 0.07 0.17 -0.26 0.1050
H -0.5068 2.8130 7.4656 -0.10 0.35 0.12 0.1008
C 9.6453 -3.7440 -4.3824 0.52 0.21 -0.34 -0.0482
O 8.5004 -4.1425 -3.6310 -0.52 -0.98 0.11 -0.0202
C 8.1754 -5.4535 -3.7618 0.47 -0.41 -0.46 -0.5623
O 8.7672 -6.2743 -4.4452 -0.98 1.29 1.10 0.1172
O 7.0779 -5.6928 -3.0006 0.72 0.46 -0.45 -0.0243
C 6.6187 -7.0425 -3.0411 -0.21 -0.58 0.01 -0.0509
H 9.8131 -2.6784 -4.2031 -0.28 -0.22 0.13 0.0943
H 10.5336 -4.2925 -4.0527 -0.22 -0.02 -0.18 0.1010
H 9.4740 -3.8901 -5.4538 0.09 -0.13 0.23 0.1015
H 7.3858 -7.7230 -2.6578 -0.08 0.12 -0.25 0.1009
H 6.3263 -7.3205 -4.0588 0.21 -0.01 0.17 0.1001
H 5.7382 -7.1195 -2.3973 0.19 0.30 -0.09 0.0914
C -9.1855 0.5366 0.4726 -0.52 -0.33 -0.24 -0.0418
O -8.0849 1.3078 0.9501 0.15 0.53 1.07 -0.0125
C -8.2584 1.8163 2.1962 -0.30 -0.03 0.13 -0.5440
O -9.2440 1.6660 2.9013 1.71 0.18 -1.06 0.0960
O -7.1456 2.5212 2.5217 -0.79 -0.68 -0.49 -0.0143
C -7.1869 3.1182 3.8163 0.02 0.30 0.57 -0.0456
H -8.9382 0.1801 -0.5311 0.21 0.23 0.23 0.0929
H -9.3548 -0.3336 1.1150 -0.09 0.27 -0.02 0.1018
H -10.0885 1.1522 0.4065 0.12 -0.19 0.18 0.1007
H -7.2762 2.3513 4.5925 -0.15 0.16 -0.15 0.0997
H -8.0099 3.8370 3.8840 0.06 -0.26 0.03 0.1020
H -6.2473 3.6558 3.9708 -0.12 -0.20 -0.29 0.0950
C -12.0941 2.0576 4.0126 0.53 -0.37 0.16 -0.0478
O -13.0977 2.8427 3.3718 -0.75 -0.26 -1.05 -0.0080
C -13.6133 2.2815 2.2491 0.21 -0.26 0.06 -0.5593
O -13.2924 1.2035 1.7737 -0.43 1.47 0.58 0.1014
O -14.5478 3.1275 1.7468 0.74 -0.53 0.49 -0.0107
C -15.1796 2.6635 0.5553 -0.26 -0.14 -0.41 -0.0539
H -11.7530 2.6018 4.8975 -0.28 0.12 -0.24 0.0976
H -12.5048 1.0960 4.3370 0.07 0.11 -0.17 0.1011
H -11.2369 1.9095 3.3478 -0.45 -0.08 0.23 0.0599
H -15.7137 1.7262 0.7413 0.24 0.09 -0.08 0.0986
H -14.4457 2.5397 -0.2477 -0.11 -0.14 0.19 0.0964
H -15.9071 3.4176 0.2428 0.24 0.01 0.31 0.0945
C 6.0987 0.9075 -6.8713 -0.23 -0.07 0.21 -0.1088
O 6.6636 1.4953 -8.0416 1.14 0.28 -0.09 0.0013
C 7.9935 1.7497 -7.9523 0.13 -0.05 0.19 -0.5575
O 8.7042 1.5210 -6.9860 -0.96 0.30 -1.28 0.1018
O 8.3957 2.3028 -9.1243 -0.51 -0.47 0.91 -0.0081
C 9.7840 2.6256 -9.1749 0.53 0.14 -0.06 -0.0518
H 5.0326 0.7477 -7.0543 0.33 0.15 -0.23 0.0738
H 6.5617 -0.0629 -6.6647 0.02 0.24 0.03 0.0890
H 6.2039 1.5788 -6.0129 0.18 -0.13 -0.24 0.0629
H 10.3945 1.7241 -9.0605 -0.12 0.19 0.14 0.0983
H 10.0366 3.3656 -8.4086 -0.02 -0.26 -0.04 0.0983
H 9.9943 3.0609 -10.1557 -0.34 -0.13 0.14 0.0954
C 4.3523 6.9092 5.1834 0.34 0.25 -0.24 -0.0560
O 3.3875 6.1965 5.9551 -0.73 0.27 0.20 -0.0200
C 2.2727 6.9107 6.2527 -0.42 0.51 0.10 -0.5613
O 2.0506 8.0648 5.9214 0.43 -1.74 0.40 0.1113
O 1.4480 6.1185 6.9831 1.09 0.51 -0.85 0.0029
C 0.2258 6.7431 7.3708 -0.37 0.37 0.63 -0.0502
H 5.2007 6.2429 5.0042 -0.30 -0.07 0.21 0.0903
H 3.9331 7.2008 4.2150 0.02 0.12 0.25 0.0964
H 4.7128 7.7862 5.7307 -0.19 -0.08 -0.19 0.1013
H -0.3585 7.0281 6.4899 0.18 0.11 0.09 0.1115
H 0.4213 7.6134 8.0054 0.03 0.02 -0.34 0.1130
H -0.3551 6.0194 7.9492 1.39 0.72 -0.43 0.0606
```
Positions in Å, forces in eV/Å.

The total energy comes out at -233457.647 eV. Its gap between HOMO and LUMO is 8.11 eV. The total charge is +1. The molecular weight comes out at 1341.8 u.